No. 1
{"formula": "C4H3LiOV", "method": "ωB97M-V/def2-TZVPD", "multiplicity": 4, "charge": 2, "e_homo_ev": [-16.0175, -16.2141], "homo_lumo_gap_ev": [5.71, 5.66], "species": ["C", "C", "H", "V", "O", "C", "C", "Li", "H", "H"], "xyz": [[1.3459, 1.3232, -0.9037], [2.0278, 1.0510, 0.1115], [2.9023, 0.8260, 0.7102], [-0.6902, 0.8305, -2.0323], [-1.8409, -1.6350, 0.4962], [-0.7605, -1.2147, 0.2897], [0.0666, -0.1117, 0.2507], [-3.5078, -0.4493, 0.1513], [-0.2447, 0.6441, 0.9844], [0.7014, -1.2641, -0.0580]], "mulliken_charge": [-0.009, -0.239, 0.388, 0.966, -0.544, 1.022, -1.406, 0.954, 0.542, 0.327]}

No. 2
{"formula": "C4H3N", "method": "ωB97M-V/def2-TZVPD", "charge": 0, "e_homo_ev": -10.6411, "smiles": "C#CCC#N", "homo_lumo_gap_ev": 11.30, "species": ["C", "C", "C", "C", "N", "H", "H", "H"], "xyz": [[-1.9155, -0.6826, 0.0430], [-0.7940, -0.1999, -0.0233], [0.4453, 0.5847, 0.0154], [1.7044, -0.2065, -0.0587], [2.6476, -0.8484, 0.0335], [-2.8676, -1.2335, -0.0930], [0.4209, 1.2815, 0.9138], [0.3590, 1.3046, -0.8309]], "mulliken_charge": [-0.020, -0.406, -0.307, 0.204, -0.333, 0.381, 0.254, 0.226]}

No. 3
{"formula": "C4H3N2O3", "method": "ωB97M-V/def2-TZVPD", "charge": -1, "e_homo_ev": -4.2660, "smiles": "[O-][N+]([O-])=Nc1ccco1", "homo_lumo_gap_ev": 7.99, "species": ["O", "N", "O", "N", "C", "C", "C", "C", "O", "H", "H", "H"], "xyz": [[-3.6842, 0.8360, 1.0088], [-4.1057, 0.1208, 0.0492], [-5.3539, 0.0115, -0.1866], [-3.3684, -0.5740, -0.7503], [-1.6990, -0.4948, -0.2335], [-0.9024, 0.5978, -0.3573], [0.4214, 0.0996, 0.0283], [0.2357, -1.2612, 0.3239], [-1.0524, -1.6124, 0.1045], [-1.2500, 1.6524, -0.5077], [1.2952, 0.7046, -0.0302], [0.7181, -2.1954, 0.5629]], "mulliken_charge": [-0.664, 1.060, -0.740, -0.669, 0.448, -0.362, -0.371, -0.484, -0.341, 0.334, 0.387, 0.402]}

No. 4
{"formula": "C4H3N3", "method": "ωB97M-V/def2-TZVPD", "charge": 0, "e_homo_ev": -9.2537, "homo_lumo_gap_ev": 9.15, "species": ["C", "C", "C", "C", "N", "N", "N", "H", "H", "H"], "xyz": [[-0.3124, 1.6396, -0.9117], [0.2360, 0.8049, -1.6766], [0.0904, -0.0490, -0.3950], [-0.9243, -0.8126, 0.1554], [-0.4367, -1.5000, 1.2183], [0.8212, -1.2187, 1.3633], [1.1499, -0.3429, 0.4121], [-0.7789, 2.4083, -0.3200], [-1.9521, -0.8989, -0.1677], [2.1069, -0.0306, 0.3219]], "mulliken_charge": [0.085, -0.881, 0.527, -0.277, -0.255, -0.532, 0.234, 0.413, 0.434, 0.251]}

No. 5
{"formula": "C4H3N3", "method": "ωB97M-V/def2-TZVPD", "charge": 0, "e_homo_ev": -8.7483, "smiles": "N#C/C=N\\C=C=N", "homo_lumo_gap_ev": 8.20, "species": ["N", "C", "C", "N", "C", "C", "N", "H", "H", "H"], "xyz": [[-1.6502, -1.4944, -0.0924], [-1.4336, -0.3895, -0.0226], [-1.2365, 1.0254, 0.1295], [-0.0815, 1.5735, 0.0677], [1.1091, 0.8380, -0.0067], [1.1471, -0.5027, -0.1737], [1.3557, -1.6552, 0.1661], [-2.0940, 1.7215, 0.2529], [2.0200, 1.3912, -0.0899], [0.8639, -2.5077, -0.2309]], "mulliken_charge": [-0.395, 0.371, -0.159, -0.387, -0.354, 0.313, -0.425, 0.345, 0.354, 0.338]}

No. 6
{"formula": "C4H3N3", "method": "ωB97M-V/def2-TZVPD", "charge": 0, "e_homo_ev": -9.5169, "homo_lumo_gap_ev": 10.09, "species": ["N", "C", "C", "N", "C", "C", "N", "H", "H", "H"], "xyz": [[3.3248, -0.4961, 0.0356], [2.1672, -0.4258, 0.0399], [0.7448, -0.3349, 0.0410], [-0.0681, -1.3489, 0.2374], [-1.2419, -0.7742, 0.0711], [-1.2533, 0.5649, -0.1130], [0.0877, 0.8455, -0.1712], [-2.2648, -1.0894, 0.4879], [-2.0053, 1.3117, -0.2993], [0.5091, 1.7474, -0.3294]], "mulliken_charge": [-0.417, 0.283, 0.325, -0.523, -0.245, -0.193, -0.092, 0.264, 0.402, 0.196]}

No. 7
{"formula": "C4H3N3", "method": "ωB97M-V/def2-TZVPD", "charge": 0, "e_homo_ev": -9.7602, "homo_lumo_gap_ev": 8.63, "species": ["C", "C", "C", "C", "N", "N", "N", "H", "H", "H"], "xyz": [[2.8618, -0.6260, 0.7553], [1.6057, -0.4624, 0.6994], [0.3498, -0.2166, 0.2789], [-0.1536, 0.9722, -0.4855], [-1.5445, 0.6439, -0.8012], [-1.8471, -0.4501, -0.3057], [-0.7501, -0.9870, 0.3704], [0.4260, 1.1368, -1.3994], [-0.1183, 1.8951, 0.1044], [-0.8295, -1.9059, 0.7834]], "mulliken_charge": [-0.588, -0.214, 0.465, -0.133, -0.106, -0.357, 0.160, 0.262, 0.265, 0.247]}

No. 8
{"formula": "C4H3N3", "method": "ωB97M-V/def2-TZVPD", "charge": 0, "e_homo_ev": -11.0590, "smiles": "N#C[C@@H]1N[C@@H]1C#N", "homo_lumo_gap_ev": 11.08, "species": ["N", "C", "C", "N", "C", "C", "N", "H", "H", "H"], "xyz": [[0.7366, 2.7448, -0.6592], [0.5644, 1.5846, -0.2965], [0.0100, 0.5136, 0.5581], [0.8146, -0.5568, 0.9154], [-0.3625, -0.8026, -0.1052], [-0.1652, -1.1070, -1.3575], [-0.1014, -1.2360, -2.4511], [-0.7739, 0.9352, 1.2461], [0.4587, -0.8962, 1.7933], [-1.1813, -1.1796, 0.3567]], "mulliken_charge": [-0.411, -0.199, 0.698, -0.589, -0.510, 0.208, -0.321, 0.379, 0.271, 0.475]}

No. 9
{"formula": "C4H3N3", "method": "ωB97M-V/def2-TZVPD", "charge": 0, "e_homo_ev": [-10.7783, -9.9799], "homo_lumo_gap_ev": [8.12, 8.65], "species": ["C", "C", "C", "C", "N", "N", "N", "H", "H", "H"], "xyz": [[-0.9320, -1.4475, 1.9719], [-2.1025, 0.4339, 1.0776], [0.0540, -0.2416, 0.0461], [-1.0075, -0.4246, 1.0302], [-0.8613, -2.3180, 2.7225], [-3.0007, 1.1546, 1.0600], [0.0248, 0.6869, -0.9338], [0.9318, 0.0422, 0.6755], [0.4340, -1.2055, -0.3455], [-0.7550, 1.3386, -0.8812]], "mulliken_charge": [0.215, -0.003, -0.309, 0.361, -0.400, -0.337, -0.551, 0.322, 0.409, 0.293]}

No. 10
{"formula": "C4H3N3O", "method": "ωB97M-V/def2-TZVPD", "charge": 0, "e_homo_ev": -8.8017, "smiles": "c1nc2ncoc2[nH]1", "homo_lumo_gap_ev": 9.45, "species": ["C", "N", "C", "N", "C", "O", "C", "N", "H", "H", "H"], "xyz": [[1.7376, 0.0554, 0.8033], [0.8699, 0.9308, 1.2483], [-0.2628, 0.6788, 0.4864], [-1.6366, 1.0098, 0.4126], [-2.0601, 0.2669, -0.5293], [-1.1250, -0.5708, -1.1600], [-0.0147, -0.2560, -0.4357], [1.2338, -0.7535, -0.2280], [2.8122, 0.0228, 1.1133], [-3.0700, 0.1934, -0.9823], [1.5157, -1.5776, -0.7287]], "mulliken_charge": [-0.242, -0.557, 0.579, -0.516, 0.004, -0.408, 0.299, -0.086, 0.345, 0.359, 0.223]}

No. 11
{"formula": "C4H3N3O", "method": "ωB97M-V/def2-TZVPD", "charge": 0, "e_homo_ev": -8.7963, "smiles": "c1cc2onnn2c1", "homo_lumo_gap_ev": 9.29, "species": ["C", "C", "C", "O", "N", "N", "N", "C", "H", "H", "H"], "xyz": [[-0.8652, -1.4545, 1.2653], [0.3955, -1.6354, 0.4609], [0.5550, -0.3870, -0.1490], [1.1966, 0.1037, -1.3066], [0.5993, 1.4252, -1.2956], [-0.2913, 1.6724, -0.4828], [-0.3970, 0.5056, 0.2930], [-1.2040, -0.1614, 1.1878], [-1.4694, -2.2884, 1.8213], [1.2671, -2.3945, 0.7658], [-2.0366, 0.4613, 1.6731]], "mulliken_charge": [-0.178, -0.574, 0.230, -0.160, 0.015, -0.376, 0.458, -0.304, 0.298, 0.262, 0.328]}

No. 12
{"formula": "C4H3N3O5", "method": "ωB97M-V/def2-TZVPD", "charge": 0, "e_homo_ev": -10.6402, "smiles": "O=C1N=C(O)[C@H]([N+](=O)[O-])C(=O)N1", "homo_lumo_gap_ev": 9.29, "species": ["O", "C", "N", "C", "O", "C", "N", "O", "O", "C", "O", "N", "H", "H", "H"], "xyz": [[-1.9087, 2.5965, 0.1866], [-1.1982, 1.4269, -0.0194], [-1.6843, 0.1923, 0.3493], [-0.9635, -0.8321, 0.1199], [-1.3282, -2.0337, 0.4497], [0.4711, -0.8078, -0.3087], [1.3706, -0.6777, 0.9558], [1.9423, -1.6491, 1.3426], [1.4407, 0.4378, 1.4622], [0.8582, 0.5077, -1.1023], [1.8268, 0.6692, -1.7886], [-0.0052, 1.5195, -0.7604], [-1.9814, -2.1591, 1.1240], [0.8056, -1.6042, -0.9664], [0.3542, 2.4137, -1.0442]], "mulliken_charge": [-0.580, 0.325, -0.543, 0.653, -0.436, -0.150, 0.956, -0.554, -0.504, 0.388, -0.558, -0.049, 0.374, 0.450, 0.226]}

No. 13
{"formula": "C4H3N3S", "method": "ωB97M-V/def2-TZVPD", "charge": 0, "e_homo_ev": -10.0565, "smiles": "N#CC1=NN=CSC1", "homo_lumo_gap_ev": 9.02, "species": ["N", "C", "C", "N", "N", "C", "S", "C", "H", "H", "H"], "xyz": [[3.3653, -0.4696, -0.4729], [2.2893, 0.1182, -0.3222], [0.8908, 0.3922, -0.1675], [0.2830, 1.4683, -0.6418], [-1.0930, 1.5460, -0.2287], [-1.8550, 0.4453, -0.1785], [-1.2214, -1.1993, -0.6755], [0.0211, -0.7562, 0.5447], [-2.9182, 0.3903, 0.0239], [-0.4757, -0.2506, 1.5281], [0.7137, -1.6846, 0.5905]], "mulliken_charge": [-0.426, 0.089, 0.676, -0.363, -0.360, -0.134, -0.072, -0.541, 0.433, 0.325, 0.372]}

No. 14
{"formula": "C4H3NO", "method": "ωB97M-V/def2-TZVPD", "charge": 0, "e_homo_ev": -8.8991, "homo_lumo_gap_ev": 8.84, "species": ["O", "C", "C", "C", "C", "N", "H", "H", "H"], "xyz": [[-1.1342, 1.1727, -0.6200], [-0.4493, 0.0500, -0.1797], [0.9902, 0.1117, -0.2328], [2.1893, 0.2647, -0.2074], [-1.0981, -0.8826, 0.6773], [-1.6402, -1.7262, 1.2943], [-0.9497, 1.9160, -0.0176], [-1.1626, -1.2873, -0.5505], [3.2547, 0.3810, -0.1636]], "mulliken_charge": [-0.451, -0.361, -0.274, 0.279, 0.182, -0.429, 0.345, 0.312, 0.396]}

No. 15
{"formula": "C4H3NO", "method": "ωB97M-V/def2-TZVPD", "charge": 0, "e_homo_ev": [-9.2208, -9.2204], "homo_lumo_gap_ev": [8.76, 8.76], "species": ["C", "C", "C", "C", "N", "O", "H", "H", "H"], "xyz": [[0.9215, 0.6839, 0.8389], [0.2321, 0.6872, -0.4601], [-2.1664, 0.2398, -0.1591], [0.9512, -0.4135, 0.0705], [-3.2684, 0.0114, 0.1746], [1.4042, -1.6241, 0.0144], [0.9505, 1.2310, 1.6484], [-0.1974, 1.0896, -1.2934], [1.1728, -1.9052, -0.8343]], "mulliken_charge": [-0.405, -0.239, -0.311, 0.410, -0.381, -0.389, 0.450, 0.507, 0.358]}

No. 16
{"formula": "C4H3NO", "method": "ωB97M-V/def2-TZVPD", "charge": 0, "e_homo_ev": -10.7569, "smiles": "N#CC#CCO", "homo_lumo_gap_ev": 11.08, "species": ["N", "C", "C", "C", "C", "O", "H", "H", "H"], "xyz": [[0.3256, -0.6190, -3.7158], [0.3828, -0.2398, -2.6212], [0.3788, 0.1499, -1.2945], [0.2564, 0.3943, -0.1186], [-0.0840, 0.4653, 1.3112], [-0.1567, -0.8268, 1.8655], [0.6652, 1.0190, 1.8818], [-1.0367, 1.0075, 1.4010], [-0.7314, -1.3504, 1.2905]], "mulliken_charge": [-0.423, -0.237, -0.053, 0.783, -0.431, -0.487, 0.289, 0.237, 0.321]}

No. 17
{"formula": "C4H3NO", "method": "ωB97M-V/def2-TZVPD", "multiplicity": 3, "charge": 0, "e_homo_ev": [-8.0095, -10.6030], "homo_lumo_gap_ev": [8.35, 8.91], "species": ["C", "C", "C", "C", "N", "O", "H", "H", "H"], "xyz": [[1.2253, -0.7296, 0.0272], [-2.1116, 0.6921, -0.3908], [-1.4781, 0.6950, 0.6581], [1.3294, 0.5329, -0.3172], [1.5067, -1.8946, -0.4194], [1.3606, 1.6489, 0.0030], [-2.6644, 1.0507, -1.3229], [1.6915, -2.5639, 0.2286], [-0.8593, 0.5684, 1.5335]], "mulliken_charge": [0.142, -0.246, -0.491, 0.362, -0.462, -0.331, 0.313, 0.272, 0.440]}

No. 18
{"formula": "C4H3NO", "method": "ωB97M-V/def2-TZVPD", "multiplicity": 3, "charge": 0, "e_homo_ev": [-9.0357, -10.6865], "homo_lumo_gap_ev": [9.52, 6.87], "species": ["C", "C", "C", "C", "N", "O", "H", "H", "H"], "xyz": [[-0.5551, -1.1210, 1.8848], [0.7784, -0.2911, -0.8937], [0.1455, 1.1434, -0.5774], [-0.4583, -0.1801, -0.3327], [-0.7969, -1.3614, 2.9653], [1.7904, -0.7487, -1.2813], [0.8310, 1.5231, 0.0881], [-0.3991, 1.6091, -1.3101], [-1.3359, -0.5734, -0.5430]], "mulliken_charge": [-0.022, 0.629, -0.431, -0.514, -0.310, -0.329, 0.288, 0.274, 0.414]}

No. 19
{"formula": "C4H3NO", "method": "ωB97M-V/def2-TZVPD", "multiplicity": 3, "charge": 0, "e_homo_ev": [-5.8972, -7.7495], "homo_lumo_gap_ev": [4.44, 5.06], "species": ["C", "C", "C", "C", "N", "O", "H", "H", "H"], "xyz": [[0.1930, -0.1726, -0.2348], [1.8617, 0.7915, 1.4079], [-0.4449, -0.8355, -1.2609], [-1.6971, -0.2590, -0.6452], [-1.1686, 0.4012, 0.2995], [2.7830, 0.1792, 1.7694], [1.3917, 1.7388, 1.6363], [-0.1783, -1.4735, -2.0753], [-2.7405, -0.3700, -0.8969]], "mulliken_charge": [-0.291, 0.273, -0.232, -0.187, -0.504, -0.229, 0.376, 0.366, 0.427]}

No. 20
{"formula": "C4H3NO2", "method": "ωB97M-V/def2-TZVPD", "charge": 0, "e_homo_ev": -8.1902, "homo_lumo_gap_ev": 8.54, "species": ["C", "C", "C", "C", "N", "O", "O", "H", "H", "H"], "xyz": [[0.0858, 1.2682, -0.0246], [-0.4475, 2.3342, -0.1589], [-1.3692, -1.8518, -1.1806], [0.9230, 0.1992, 0.0189], [1.2814, -0.3313, 1.1352], [-1.0873, -1.1118, -1.9944], [-1.7023, -2.6265, -0.4228], [0.9434, -0.0754, 2.1700], [1.9809, -1.0933, 1.1451], [-0.6083, 3.2885, -0.6878]], "mulliken_charge": [0.150, 0.134, 0.658, -0.798, -0.326, -0.312, -0.351, 0.262, 0.274, 0.309]}